This record from the OMol25 dataset describes 2 unconnected molecules or ions with the total composition C4H12. The level of theory is ωB97M-V with the def2-TZVPD basis set.

Properties
F_max = 0.99 eV/A
gap between HOMO and LUMO = 12.97 eV
energy above the lowest of the compared OMol25 structures with the same formula, charge and spin = 2.1 kcal/mol
SMILES string = CC.CC
spin multiplicity = 1

The geometry in XYZ format:
```
16
Properties=species:S:1:pos:R:3:forces:R:3
C 0.942 1.042 1.906 -0.62 0.02 -0.43
C 1.877 1.540 0.799 0.00 0.01 0.67
H 0.499 0.072 1.673 0.23 -0.10 -0.03
H 1.430 0.952 2.867 0.18 0.11 0.22
H 0.086 1.714 2.016 0.10 0.03 0.09
H 1.948 2.628 0.836 0.06 -0.03 -0.11
H 1.527 1.241 -0.181 -0.03 0.00 -0.19
H 2.878 1.144 0.961 0.09 -0.06 -0.21
C -0.820 -1.087 -0.906 -0.57 -0.44 -0.68
C -2.002 -1.510 -1.799 -0.21 0.11 0.92
H -1.147 -0.481 -0.066 0.00 0.09 0.03
H -0.314 -1.972 -0.522 0.21 0.11 0.01
H -0.155 -0.514 -1.545 0.40 0.14 0.28
H -2.697 -2.158 -1.264 0.07 -0.12 0.06
H -1.670 -2.047 -2.678 0.05 0.05 -0.25
H -2.589 -0.635 -2.066 0.05 0.08 -0.37
```
Forces are in eV/Å.

These are the Mulliken partial charges, in e, on atoms 1 to 5: -0.7623, -0.6949, 0.1638, 0.3230, 0.2612